1.
Here is C32H44N2O7PPt as an isolated structure from the Open Molecules 2025 dataset. Energies are from wB97M-V/def2-TZVPD.

Its net charge is +1. Its calculated total energy is -63743.376 eV. Its HOMO-LUMO gap is 0.2658 Eh.

Each line ends with the Mulliken charge.
Element x y z (Å)
Pt1 0.2525 0.2547 0.0443  0.604
C1 -6.2370 0.8174 2.9864  -1.619
C2 -6.3437 0.6205 1.4673  2.005
C3 -7.0751 -0.6965 1.1680  -1.582
C4 -7.1537 1.7788 0.8840  -2.179
C5 -4.9451 0.5415 0.8668  0.055
C6 -4.5115 1.3633 -0.1635  -0.599
C7 -3.2165 1.2307 -0.6442  -1.050
N1 -2.3562 0.3377 -0.1810  -0.106
C8 -2.7672 -0.4927 0.7852  0.369
C9 -4.0353 -0.4071 1.3366  -0.283
C10 -1.8181 -1.5485 1.2368  0.093
C11 -2.2810 -2.7245 1.8149  -0.658
C12 -1.4212 -3.7424 2.2038  0.344
C13 -0.0611 -3.5317 1.9656  -0.823
C14 0.3590 -2.3610 1.3894  -1.052
N2 -0.4979 -1.3809 1.0528  -0.075
C15 -1.8988 -5.0433 2.8275  1.984
C16 -1.5034 -6.2037 1.9008  -1.593
C17 -3.4138 -5.0634 3.0275  -2.104
C18 -1.2145 -5.2138 4.1927  -1.607
H1 -7.2352 0.8963 3.4186  0.491
H2 -5.6931 1.7342 3.2238  0.284
H3 -5.7333 -0.0178 3.4756  0.322
H4 -8.0831 -0.6630 1.5845  0.461
H5 -6.5599 -1.5521 1.6081  0.315
H6 -7.1547 -0.8636 0.0928  0.378
H7 -8.1268 1.8226 1.3733  0.428
H8 -7.3303 1.6509 -0.1852  0.428
H9 -6.6591 2.7389 1.0443  0.447
H10 -5.1578 2.1140 -0.5932  0.559
H11 -2.8531 1.8803 -1.4331  0.540
H12 -4.3246 -1.0661 2.1430  0.579
H13 -3.3466 -2.8504 1.9215  0.841
H14 0.6796 -4.2796 2.2091  0.544
H15 1.3991 -2.1768 1.1648  0.666
H16 -1.9625 -6.0945 0.9171  0.383
H17 -1.8416 -7.1463 2.3329  0.447
H18 -0.4232 -6.2670 1.7674  0.347
H19 -3.9498 -4.9925 2.0790  0.425
H20 -3.7467 -4.2565 3.6841  0.428
H21 -3.7014 -6.0054 3.4941  0.439
H22 -0.1290 -5.2599 4.1011  0.339
H23 -1.5470 -6.1444 4.6540  0.456
H24 -1.4687 -4.3921 4.8649  0.363
O1 -0.2894 -1.2775 -3.6567  -0.646
C19 0.1488 -0.5848 -2.7709  0.056
O2 0.3899 -1.0107 -1.5573  -0.754
C20 0.5049 0.8699 -3.0474  -0.162
C21 0.5208 1.2937 -4.3667  -0.487
C22 0.8660 2.5973 -4.7318  -1.150
C23 1.1915 3.4613 -3.7184  1.018
O3 1.5410 4.7767 -3.7935  -0.485
C24 1.8477 5.1955 -2.4699  -0.297
O4 1.5036 4.1182 -1.5830  -0.407
C25 1.1733 3.0682 -2.3882  -0.115
C26 0.8445 1.7840 -2.0449  -0.069
H25 0.2517 0.5665 -5.1200  0.536
H26 0.8764 2.9139 -5.7651  0.459
H27 1.2511 6.0710 -2.2164  0.270
H28 2.9180 5.3985 -2.3875  0.299
H29 0.8520 1.6384 -0.9365  1.335
C27 1.1081 -0.1249 5.3378  -1.446
C28 1.3711 0.0891 3.8660  0.245
O5 0.1745 0.6528 3.2784  -0.134
P1 0.1904 1.4787 1.9021  0.544
O6 1.3054 2.5779 2.1778  -0.299
C29 2.5772 2.7422 1.5081  0.206
C30 2.9555 4.2007 1.5735  -1.496
O7 -1.1753 2.2625 1.9866  -0.226
C31 -1.5781 3.0668 3.1259  -0.315
C32 -2.5319 2.2887 4.0000  -0.679
H30 1.9939 -0.5436 5.8148  0.437
H31 0.2786 -0.8164 5.4846  0.293
H32 0.8687 0.8197 5.8257  0.319
H33 1.5945 -0.8566 3.3666  0.162
H34 2.2032 0.7733 3.7103  0.153
H35 2.4979 2.4033 0.4744  0.160
H36 3.3096 2.1151 2.0198  0.302
H37 2.2042 4.8088 1.0717  0.295
H38 3.9116 4.3497 1.0712  0.415
H39 3.0532 4.5320 2.6066  0.395
H40 -2.0631 3.9385 2.6897  0.418
H41 -0.6892 3.3961 3.6632  0.268
H42 -3.3581 1.9044 3.4000  -0.107
H43 -2.9430 2.9476 4.7658  0.500
H44 -2.0313 1.4529 4.4875  0.154

---

2.
Here is an isolated ion of composition C7H11O4 and charge -1 in a non-equilibrium geometry from the Open Molecules 2025 dataset. Energies are from wB97M-V/def2-TZVPD.

Its net charge is -1. Its calculated total energy is -15627.857 eV. Its HOMO-LUMO gap is 0.2699 Eh.

Each line ends with the Mulliken charge.
Element x y z (Å)
C1 -0.9242 -1.7889 -0.4589  -1.156
C2 -1.0260 -0.3210 -0.6485  1.298
O1 -2.2570 0.1717 -0.9660  -0.668
C3 -3.2597 0.0611 0.2970  0.598
O2 -2.8306 -0.5618 1.2463  -0.619
O3 -4.3143 0.5342 -0.0237  -0.665
C4 -0.0892 0.6205 -0.4758  -0.295
O4 -0.4072 1.9416 -0.4840  -0.698
C5 1.3324 0.1504 -0.0665  0.445
C6 1.4296 0.0777 1.4933  -1.150
C7 2.4324 0.9943 -0.6011  -1.599
H1 -0.5874 -2.4696 -1.3357  0.254
H2 -0.1277 -2.0727 0.2648  0.253
H3 -1.9609 -2.2128 -0.1692  0.291
H4 -1.3543 1.8108 -0.8533  0.449
H5 1.5148 -0.8715 -0.4858  0.307
H6 2.4512 -0.4012 1.7634  0.308
H7 1.4031 1.2264 1.8125  0.241
H8 0.7306 -0.5764 2.0745  0.327
H9 2.3045 0.8381 -1.6813  0.345
H10 3.3366 0.6912 -0.2357  0.533
H11 2.2034 2.1577 -0.4663  0.200

---

3.
Here is C27H35BBeF4N4P2 as an isolated structure in a non-equilibrium geometry from the Open Molecules 2025 dataset. Energies are from wB97M-V/def2-TZVPD.

Its net charge is 0. Its calculated total energy is -65048.522 eV. Its HOMO-LUMO gap (spin up / spin down) is 0.1347 / 0.2171 Eh.

Each line ends with the Mulliken charge.
Element x y z (Å)
Be1 -1.4935 -0.1337 0.7150  0.722
C1 -2.8250 -2.3129 0.8629  -0.393
C2 -1.9345 -2.5899 -0.1190  0.499
C3 -2.2230 -2.6008 -1.5971  -1.323
C4 -3.1429 -1.4724 -2.1936  -1.000
C5 -2.8802 -0.1931 -1.5244  -0.312
C6 -3.3703 0.1445 -0.2994  0.997
C7 -4.4862 -0.6281 0.4129  -0.880
C8 -4.3096 -2.1258 0.5080  -0.871
C9 0.5408 1.4463 1.2493  -1.441
H1 -2.6040 -2.4825 1.9482  0.453
H2 -1.0109 -3.1296 0.1604  0.352
H3 -2.6222 -3.5574 -1.9236  0.466
H4 -1.2496 -2.6417 -2.1031  0.335
H5 -2.8796 -1.4331 -3.2611  0.431
H6 -4.1833 -1.8377 -2.2201  0.368
H7 -2.5663 0.6533 -2.1346  0.301
H8 -3.0194 1.0564 0.2036  -0.016
H9 -5.5177 -0.3537 0.0705  0.392
H10 -4.4484 -0.2816 1.4657  0.299
H11 -4.9401 -2.5391 1.3188  0.436
H12 -4.6450 -2.6257 -0.4115  0.244
H13 0.0092 0.5620 1.8382  -0.202
H14 0.1608 2.3155 1.8290  0.668
H15 1.6027 1.4630 1.6535  0.600
P1 0.3218 1.6587 -0.6388  0.489
P2 2.3648 -0.6273 0.8656  0.039
N1 -1.2300 2.7050 -1.0055  0.822
N2 1.1256 2.5764 -2.1001  0.543
N3 0.9460 -1.3830 1.9128  0.396
N4 3.5023 -2.0035 0.9644  0.425
C10 0.2929 -0.0028 -1.3294  1.099
C11 1.4348 -0.9839 -0.7380  -1.175
C12 -1.9352 3.1930 0.1024  -0.914
C13 -3.1261 3.8080 -0.2934  -0.401
C14 -3.1920 3.7132 -1.7174  -0.700
C15 -1.9909 3.0927 -2.1325  -0.810
C16 1.3734 3.9397 -2.0365  -0.575
C17 2.0909 4.3371 -3.1574  -0.670
C18 2.2589 3.1802 -3.9727  -0.579
C19 1.5845 2.1385 -3.3400  -0.442
C20 0.6136 -1.0812 3.2487  -0.343
C21 0.0452 -2.1968 3.8471  -0.778
C22 -0.0915 -3.1768 2.8136  -1.163
C23 0.5847 -2.6930 1.7106  -0.614
C24 3.6189 -3.3541 0.5979  -0.252
C25 4.9223 -3.7783 0.8221  -0.620
C26 5.6717 -2.6408 1.2728  -0.632
C27 4.7789 -1.5712 1.3691  -0.367
H16 0.4483 0.0229 -2.4407  0.632
H17 -0.7153 -0.4952 -1.2659  -2.160
H18 1.0192 -2.0152 -0.7711  0.477
H19 2.3223 -0.9366 -1.4114  0.381
H20 -1.5281 3.0863 1.0947  0.316
H21 -3.8534 4.2680 0.3680  0.452
H22 -4.0185 4.0360 -2.3257  0.449
H23 -1.6222 2.9982 -3.1354  0.496
H24 1.1110 4.5247 -1.1658  0.412
H25 2.4832 5.3285 -3.3444  0.433
H26 2.8428 3.1052 -4.8801  0.434
H27 1.4471 1.1049 -3.6594  0.329
H28 0.7308 -0.0633 3.6335  0.489
H29 -0.2033 -2.3462 4.8952  0.416
H30 -0.6284 -4.0905 2.8765  0.539
H31 0.7979 -3.1765 0.7849  0.854
H32 2.7828 -3.9237 0.2143  0.302
H33 5.3248 -4.7794 0.7179  0.417
H34 6.7215 -2.5783 1.4877  0.451
H35 4.9117 -0.5433 1.6791  0.413
F1 -2.2974 0.0377 1.8739  -0.431
B1 5.0242 3.2522 2.8084  0.724
F2 5.8609 2.2963 3.3235  -0.262
F3 4.7302 3.2261 1.4740  -0.213
F4 4.3808 4.1087 3.6540  -0.256